[1]
The following is a quantum chemistry calculation of a 12-piece molecular cluster, C24H72O12S12 overall at a distorted geometry, from the OMol25 dataset.

Computed properties:
* orbital gap: 7.5 eV
* energy above the lowest of the compared OMol25 structures with the same formula, charge and spin: 50.4 kcal/mol

XYZ file:
```
120
Properties=species:S:1:pos:R:3:forces:R:3:lowdin_charge:R:1
C 6.15635 -1.70416 -4.29132 0.5650 0.4405 0.1808 -0.279
S 7.12922 -1.60320 -5.81715 -0.5523 0.2523 -0.9326 0.853
O 6.32613 -2.05270 -7.03134 0.1686 0.2822 1.1757 -0.590
C 7.27651 0.19325 -6.03073 0.1406 -0.0575 -0.7370 -0.271
H 5.18014 -1.22513 -4.26207 -0.1508 -0.2713 -0.6051 0.033
H 6.71820 -1.20102 -3.49808 0.3630 -0.1337 -0.1643 0.054
H 6.13307 -2.76224 -4.04823 -0.3480 0.0211 0.0540 0.037
H 7.53730 0.34626 -7.08203 0.1733 -0.4442 -0.0072 0.046
H 8.12251 0.59020 -5.47259 -0.3494 0.1687 0.4302 0.027
H 6.33164 0.73089 -5.94497 -0.0066 -0.1069 0.6750 0.030
C 5.62772 9.92373 0.35323 -0.5502 0.3344 -0.2192 -0.281
S 5.98396 8.20203 0.52718 -0.8935 -1.3726 0.1388 0.820
O 5.35933 7.74003 1.81734 0.4613 0.2845 -0.2761 -0.567
C 4.83573 7.48378 -0.71671 0.6770 1.0309 0.2361 -0.235
H 5.72501 10.20819 -0.69502 0.4424 0.1047 0.0775 0.054
H 6.33450 10.41590 1.01708 -0.0499 0.2936 -0.1861 0.050
H 4.59990 10.15145 0.64015 0.0354 -0.1794 0.2499 0.064
H 4.94004 7.97674 -1.68145 0.1426 -0.1615 -0.0538 0.023
H 3.83677 7.63210 -0.31550 -0.0717 -0.2062 0.1017 0.058
H 5.14106 6.44731 -0.78787 -0.2874 -0.1251 -0.1615 0.017
C 3.56293 3.09457 -8.21003 -0.9099 1.0170 0.4622 -0.231
S 1.87678 3.44595 -7.62406 0.2262 0.3490 0.6665 0.824
O 2.02641 4.11643 -6.27628 -0.0398 -0.1931 -0.8799 -0.572
C 1.43923 4.76567 -8.81661 -0.7259 -0.4927 0.3837 -0.236
H 4.00494 2.51329 -7.40548 0.0868 -0.5200 -0.4070 0.045
H 4.08426 4.05100 -8.25667 0.0677 -0.0278 -0.2083 0.045
H 3.41734 2.64985 -9.19085 0.5406 -0.3835 0.0863 0.057
H 1.45569 5.67664 -8.22053 0.5648 0.1713 -0.2879 0.050
H 0.39235 4.63163 -9.09538 0.0254 -0.1827 0.0314 0.041
H 2.02444 4.71876 -9.73054 0.2865 0.3166 0.1712 0.051
C 4.93509 3.69584 -2.77616 -0.8651 0.7542 0.9785 -0.296
S 5.04018 1.96682 -3.22410 0.7194 -0.1242 -0.6320 0.809
O 5.09397 1.05260 -2.02365 -0.8106 0.9579 -0.7710 -0.557
C 3.44435 1.99037 -4.07003 -0.1977 -0.8666 0.3356 -0.253
H 4.69458 4.38414 -3.58791 0.7210 -0.4697 -0.5696 0.032
H 5.84001 4.00154 -2.25928 0.0008 0.0653 -0.0567 0.015
H 4.05811 3.89689 -2.14497 0.2584 -0.4620 0.4881 0.064
H 3.35372 2.83414 -4.75175 0.2667 0.0770 0.0656 0.020
H 2.61646 2.02102 -3.36032 0.0330 -0.0531 0.0426 0.062
H 3.39473 1.06161 -4.63902 -0.2068 -0.0167 0.0611 0.030
C 3.29905 5.64913 4.00895 0.0540 -0.3251 0.8254 -0.253
S 2.71556 4.16579 3.16094 -1.1629 -0.8617 -0.1485 0.835
O 1.34707 3.83566 3.72359 0.9705 0.4815 -0.5246 -0.576
C 2.45065 4.85008 1.47550 -0.0490 1.2327 -0.4951 -0.251
H 2.74877 5.67523 4.95318 -0.5512 0.2260 -0.3840 0.051
H 3.21820 6.54772 3.41425 0.0959 0.2323 0.1257 0.034
H 4.30161 5.45340 4.39439 0.2887 0.1586 -0.7133 0.046
H 2.79613 4.24640 0.63721 0.1365 -0.5736 0.5079 0.025
H 2.95596 5.81239 1.36856 0.4033 -0.0506 0.2354 0.014
H 1.41320 5.12519 1.26368 -0.1937 -0.4566 0.6102 0.057
C -1.96332 -0.32530 -4.62418 -0.2046 -0.4408 -1.8526 -0.248
S -0.73805 0.93752 -5.17002 0.1641 0.1690 -0.4227 0.842
O 0.61962 0.41546 -4.82018 -0.4519 -0.0348 0.0481 -0.577
C -0.81779 0.75563 -7.02450 -0.3523 0.2246 -0.1523 -0.240
H -1.79999 -0.61076 -3.59222 0.1273 0.1641 0.0377 0.050
H -1.88802 -1.16938 -5.31888 0.6239 -0.2887 0.4794 0.033
H -3.00151 -0.06014 -4.84424 0.1319 0.8067 0.5095 0.053
H 0.19659 0.85102 -7.41093 0.2271 -0.4700 0.5276 0.017
H -1.30406 1.57645 -7.55928 -0.4714 0.1298 0.6597 0.041
H -1.29663 -0.16337 -7.35936 0.2008 -0.1835 0.1905 0.044
C 3.66232 -3.14257 -1.62266 0.1245 -0.4382 0.6503 -0.267
S 5.15733 -3.33650 -0.58710 0.6512 0.0511 0.3451 0.831
O 6.42584 -3.30156 -1.38212 -0.5745 0.0535 -0.2061 -0.568
C 5.09162 -1.77439 0.33950 -1.1275 -0.0656 -1.4400 -0.252
H 3.59928 -4.08340 -2.16658 0.2431 0.1701 -0.3305 0.038
H 3.59335 -2.29293 -2.29408 0.3195 0.0664 0.0372 0.040
H 2.81059 -3.18327 -0.93735 0.1163 0.3014 0.1652 0.035
H 4.07180 -1.82394 0.71910 0.1763 0.2100 0.7747 0.017
H 5.09088 -0.95852 -0.38951 0.2715 0.0174 0.0032 0.035
H 5.88652 -1.65037 1.06348 -0.0722 -0.3869 0.1674 0.052
C 8.87773 4.35696 -3.05008 -0.1711 1.1524 -0.4259 -0.248
S 8.66182 4.01442 -4.82855 0.6766 -0.3708 0.1353 0.806
O 9.39329 2.71720 -5.01530 -0.3510 0.5483 -0.0642 -0.558
C 9.73192 5.29587 -5.54085 0.4988 0.0302 -0.0714 -0.263
H 9.93190 4.45447 -2.79252 0.0860 -0.9217 -0.0681 0.058
H 8.29016 3.56035 -2.60224 0.4384 -0.1310 0.3728 0.032
H 8.49117 5.33054 -2.72816 -0.5542 -0.1079 -0.4200 0.053
H 10.66716 5.39610 -4.98698 -0.2160 0.0770 0.3295 0.053
H 9.21388 6.24811 -5.64720 -0.0664 -0.0030 0.2575 0.044
H 10.06317 4.98071 -6.53166 -0.4615 -0.2950 -0.0343 0.051
C 7.32868 1.90599 0.94838 0.7594 0.0738 0.1190 -0.231
S 5.87866 2.85886 0.49354 -0.7180 0.1714 -1.3984 0.797
O 4.71269 2.47290 1.34000 0.6233 0.2281 0.3580 -0.549
C 6.42586 4.52956 0.90821 -0.0682 0.0538 0.5578 -0.248
H 7.95837 1.75249 0.06923 -0.2868 0.1132 -0.2192 0.052
H 6.98543 0.92015 1.25531 -0.1235 0.1137 0.1715 0.050
H 7.98311 2.37320 1.68688 -0.3785 -0.0595 0.3230 0.054
H 5.63913 5.27732 0.83183 -0.5666 -0.5148 0.0289 0.003
H 7.14763 4.86397 0.15903 0.4927 -0.3406 0.3543 0.054
H 6.73747 4.55301 1.95373 0.4931 0.1596 -0.1649 0.066
C 2.80805 -1.62217 -6.56891 0.0958 -0.0582 -0.7306 -0.250
S 2.52254 -3.18165 -5.66997 0.8793 1.5017 1.3836 0.894
O 3.51587 -3.08362 -4.52715 -1.0502 -0.4902 -1.0132 -0.574
C 0.87607 -2.85447 -4.97014 -1.7731 -1.1754 -1.4915 -0.269
H 2.38469 -1.63696 -7.57859 -0.1065 -0.3887 0.0658 0.050
H 3.89548 -1.62632 -6.69166 0.0188 0.0802 0.0666 0.021
H 2.44420 -0.70115 -6.11460 -0.0111 -0.3164 0.6244 0.021
H 0.31274 -3.77510 -5.18969 0.4080 -0.3756 0.6179 0.036
H 0.25601 -2.23223 -5.62261 0.6851 0.7893 0.1623 0.020
H 0.70408 -2.61698 -3.92692 0.7999 0.3003 0.0738 0.061
C 2.52822 0.65415 0.49369 -0.6984 0.0344 0.6579 -0.261
S 1.35206 -0.71978 0.68288 -0.8264 -0.0266 0.7248 0.807
O 1.21952 -1.05728 2.14179 0.2971 0.3011 -0.9068 -0.554
C -0.11468 0.25027 0.20235 0.4481 1.7413 -1.0656 -0.272
H 2.64193 0.91935 -0.55508 0.2146 -0.1748 -0.0283 0.047
H 3.45171 0.34040 0.96581 0.1269 -0.0650 -0.2709 0.021
H 2.17082 1.50661 1.07338 -0.0966 -0.0092 -0.0344 0.048
H 0.14409 0.67220 -0.78173 0.0025 -0.5411 -0.2115 0.036
H -0.20471 1.20293 0.73685 0.1233 -0.4619 0.7731 0.055
H -1.10841 -0.17758 0.10442 0.3221 -0.7545 0.3526 0.045
C 3.23123 7.52549 -4.65222 0.7287 -0.3685 -0.1394 -0.234
S 5.03714 7.61618 -4.93283 -0.4193 -1.4997 0.5087 0.845
O 5.59027 6.76107 -3.80910 -0.0271 0.7248 -0.7149 -0.591
C 5.04492 6.51334 -6.39839 -0.0957 0.2929 -0.0378 -0.254
H 2.97555 6.47264 -4.77518 -0.2150 0.0608 -0.2032 0.042
H 2.72261 8.17858 -5.35668 -0.1932 -0.0130 0.1070 0.053
H 3.06142 7.77201 -3.60698 0.0125 0.3813 -0.0803 0.043
H 4.69449 5.51644 -6.12965 0.0794 0.0701 0.3592 0.039
H 6.06300 6.47216 -6.78022 0.0261 -0.0055 0.0609 0.043
H 4.37831 6.88105 -7.18119 0.0717 0.2793 0.0804 0.053
```
Forces are in eV/Å.

=====

[2]
The following is a quantum chemistry calculation of C29H31AsCl2O3PPt as an isolated structure, from the OMol25 dataset.

Computed properties:
* orbital gap: 6.2 eV
* energy above the lowest of the compared OMol25 structures with the same formula, charge and spin: 1.3 kcal/mol
* total charge: +3

XYZ file:
```
68
Properties=species:S:1:pos:R:3:forces:R:3:lowdin_charge:R:1
Pt -1.13525 -0.50897 -0.53757 -0.0088 -0.0462 -0.0244 1.018
C -5.57303 -0.69394 1.09588 0.0004 -0.0072 -0.0008 -0.142
P -4.46613 0.44134 0.28080 0.0014 0.0049 -0.0110 0.617
C -3.99605 1.70215 1.46026 0.0086 0.0015 0.0011 -0.144
C -5.34373 1.23947 -1.05229 -0.0017 0.0018 0.0039 -0.144
O -3.24724 -0.33124 -0.26117 -0.0349 -0.0087 -0.0365 -0.562
H -6.44842 -0.15876 1.46722 -0.0015 0.0007 -0.0015 0.082
H -5.06648 -1.17074 1.93515 -0.0023 0.0011 -0.0001 0.072
H -5.90166 -1.45808 0.39136 -0.0022 -0.0003 0.0022 0.074
H -4.89214 2.19727 1.83815 0.0023 0.0016 0.0015 0.083
H -3.36699 2.45368 0.98104 0.0012 -0.0008 0.0021 0.061
H -3.47017 1.25270 2.30379 0.0039 -0.0005 -0.0032 0.069
H -6.21829 1.76234 -0.66174 -0.0008 -0.0005 -0.0010 0.081
H -5.67745 0.49328 -1.77359 0.0001 0.0015 -0.0022 0.073
H -4.69624 1.96172 -1.55026 0.0008 -0.0021 0.0001 0.070
C 2.78641 -4.06045 2.32488 0.0225 -0.0012 0.0079 -0.020
C 1.49610 -3.56889 2.46920 -0.0138 0.0167 -0.0112 -0.037
C 1.00977 -2.61878 1.58278 0.0143 0.0438 0.0304 -0.120
C 1.82713 -2.17601 0.54657 -0.0237 -0.0440 -0.0240 -0.393
C 3.12654 -2.66565 0.39641 -0.0094 -0.0007 -0.0370 -0.094
C 3.60231 -3.60607 1.29656 0.0039 -0.0041 -0.0021 -0.026
As 1.30143 -0.88603 -0.75687 -0.0017 -0.0180 0.0308 1.340
C 2.13843 0.78324 -0.42281 0.0177 -0.0025 -0.0062 -0.365
C 1.98487 1.86607 -1.29287 0.0309 0.0158 0.0054 -0.108
C 2.65271 3.04590 -1.02025 0.0027 -0.0037 -0.0021 -0.038
C 3.45480 3.14687 0.11420 -0.0031 0.0061 -0.0064 -0.021
C 3.58642 2.07536 0.98536 -0.0059 -0.0085 0.0022 -0.030
C 2.92488 0.88327 0.72527 -0.0150 0.0329 -0.0088 -0.072
C 1.61924 -1.63824 -2.48004 -0.0032 0.0348 0.0032 -0.392
C 1.93635 -0.84489 -3.58378 0.0307 0.0914 0.0915 -0.084
C 2.19238 -1.45141 -4.80246 -0.0140 -0.0406 -0.0335 -0.028
C 2.12322 -2.83499 -4.92219 -0.0021 0.0279 -0.0242 -0.015
C 1.80735 -3.62328 -3.82137 -0.0136 -0.0239 0.0276 -0.041
C 1.55326 -3.03103 -2.59296 0.0093 0.0347 -0.0270 -0.134
H 3.16140 -4.79849 3.02119 -0.0024 -0.0031 -0.0025 0.130
H 0.87001 -3.92016 3.27812 -0.0042 0.0021 -0.0025 0.125
H 0.01725 -2.21686 1.73577 -0.0305 0.0023 -0.0139 0.073
H 3.76680 -2.32296 -0.40889 -0.0011 -0.0104 -0.0065 0.124
H 4.60920 -3.98663 1.19101 -0.0001 0.0041 -0.0029 0.129
H 1.35132 1.80325 -2.16879 -0.0133 0.0027 0.0131 0.105
H 2.55843 3.88639 -1.69481 -0.0014 0.0006 0.0012 0.127
H 3.98408 4.06916 0.31436 -0.0013 0.0019 -0.0010 0.129
H 4.21420 2.15886 1.86212 -0.0008 0.0014 0.0008 0.127
H 3.03676 0.04462 1.40023 0.0045 -0.0112 0.0061 0.111
H 2.02068 0.23180 -3.49960 0.0044 -0.0715 0.0027 0.098
H 2.46023 -0.84561 -5.65737 -0.0013 0.0014 -0.0032 0.129
H 2.33232 -3.30244 -5.87533 0.0073 -0.0007 0.0029 0.131
H 1.78535 -4.70136 -3.91325 0.0012 0.0020 -0.0031 0.128
H 1.35173 -3.65168 -1.72793 0.0130 -0.0110 0.0347 0.106
Cl -1.66173 -0.91643 -2.84490 -0.0104 -0.0255 0.0197 0.723
C -1.83411 -2.68084 -2.53191 -0.0147 0.0181 -0.0203 -0.704
Cl -1.56645 -2.87191 -0.76388 0.0392 -0.0093 0.0608 0.725
H -1.04280 -3.20505 -3.05890 -0.0267 0.0026 -0.0265 0.045
H -2.84253 -2.99337 -2.78130 -0.0056 -0.0017 0.0021 0.076
O -0.84980 1.42768 -0.29149 -0.0075 0.0159 -0.0626 -0.116
C -0.63603 1.30529 0.98734 0.0281 0.0011 0.0392 -0.519
O -0.72817 0.04800 1.32848 0.0324 0.0007 -0.0017 -0.116
C -0.34013 2.37668 1.86799 -0.0026 -0.0111 0.0141 -0.166
C -0.15366 2.11594 3.23589 0.0107 -0.0019 0.0000 0.022
C 0.14062 3.16425 4.08100 -0.0063 -0.0068 0.0023 -0.019
C 0.24635 4.45617 3.56800 -0.0017 0.0039 -0.0073 0.004
C 0.06266 4.71530 2.21068 0.0012 0.0011 0.0070 -0.021
C -0.23023 3.67841 1.35067 -0.0076 -0.0063 0.0096 0.014
H -0.23954 1.10631 3.61693 -0.0003 0.0021 -0.0013 0.133
H 0.28509 2.98761 5.13763 0.0024 0.0007 -0.0003 0.128
H 0.47396 5.27526 4.23801 -0.0005 0.0006 0.0005 0.132
H 0.14659 5.72620 1.83681 0.0021 -0.0009 -0.0018 0.128
H -0.37417 3.85941 0.29346 0.0009 0.0025 -0.0061 0.131
```
Forces are in eV/Å.

=====

[3]
The following is a quantum chemistry calculation of C12H13ClCoO as an isolated structure at a distorted geometry, from the OMol25 dataset.

Computed properties:
* orbital gap (spin up / spin down): 4.2 / 5.7 eV
* multiplicity: 4
* <S²>: 3.7868
* energy above the lowest of the compared OMol25 structures with the same formula, charge and spin: 25.4 kcal/mol
* total charge: -2

XYZ file:
```
28
Properties=species:S:1:pos:R:3:forces:R:3:mulliken_spin:R:1
C 1.28181 -1.83273 2.26322 0.3280 -1.2572 0.4323 0.019
C 1.33907 -2.00477 0.84942 -0.1977 -1.9260 -0.2004 0.096
C -0.00806 -2.05472 0.36051 -0.3506 -1.6010 -0.0361 0.080
H 2.23488 -2.09336 0.24156 -0.2245 0.2001 0.1459 0.003
C -0.89322 -1.84479 1.47902 -0.5948 -2.7599 0.2306 -0.018
C -0.07715 -1.71207 2.67683 -0.8771 -1.6557 0.0492 0.114
H -0.46587 -1.53683 3.68136 0.2596 0.0478 -0.4137 -0.001
H 2.14294 -1.78783 2.90101 0.1759 0.2532 0.2002 0.017
H -0.31007 -2.21341 -0.67070 0.1020 0.2378 0.2395 -0.016
H -1.98451 -1.92344 1.42128 0.5408 0.2975 0.1359 -0.043
Co 0.34139 -0.37129 1.30054 -0.0542 5.3412 -0.5906 2.119
Cl 1.67554 1.26294 1.31940 1.7660 2.0483 0.4110 0.100
C 0.57162 2.21436 -1.89182 -0.0193 -0.8942 -0.7516 -0.007
C -0.64098 1.61949 -2.35455 1.0220 -0.4291 -0.7491 -0.010
C -0.37820 0.24211 -2.65741 0.4185 0.9081 0.0557 -0.001
H -1.60963 2.10841 -2.42684 0.1029 -0.0621 0.0850 0.009
C 1.00513 0.00068 -2.39480 -0.3199 0.9773 -0.0339 0.000
C 1.59014 1.21354 -1.92231 -0.9862 -0.0567 -0.7203 0.001
H 2.63511 1.36606 -1.67238 -0.1865 -0.0965 0.1611 0.003
H 0.69796 3.24027 -1.55221 -0.0502 -0.1973 0.0225 0.000
H -1.11027 -0.48102 -3.02298 0.1828 0.1398 0.1212 0.002
H 1.53439 -0.92490 -2.59006 -0.0154 -0.0610 0.1576 0.000
C -1.56756 1.36562 0.33357 -0.7408 0.6260 -0.5138 0.278
C -1.37122 0.74732 1.63016 2.0787 -1.4569 0.4686 0.258
O -1.83989 0.86229 2.72480 -1.7794 0.9802 0.9113 -0.134
H -0.84993 0.92801 -0.38013 -0.4576 0.3635 0.3216 0.041
H -1.36244 2.44627 0.40902 -0.1564 -0.1864 -0.1633 0.065
H -2.58097 1.16377 -0.05552 0.0334 0.2194 0.0235 0.023
```
Forces are in eV/Å.

=====

Which of these has the highest energy above the lowest of the compared OMol25 structures with the same formula, charge and spin? C24H72O12S12